[1]
# C5H13B

A 2-piece molecular cluster, C5H13B overall (ωB97M-V with the def2-TZVPD basis set, the Open Molecules 2025 dataset).

Properties
Highest occupied orbital energy (spin up / spin down) ... -5.0 / -10.2 eV
Max |F| ... 10.3 eV/A
2S+1 ... 3
Expectation value of S² ... 2.0052
Calculated total energy ... -222.87302 a.u.

Each line ends with the Löwdin charge.
Geometry (Å):
B: -2.576 0.306 -0.077  -0.227
C: -4.082 0.665 0.047  -0.090
C: -1.698 -1.060 -0.128  -0.100
C: 4.363 -0.219 -0.017  -0.107
C: 1.848 0.479 0.302  -0.008
C: 3.078 0.517 -0.208  -0.237
H: -4.220 0.919 1.006  0.004
H: -4.709 -0.163 -0.338  0.062
H: -4.203 1.574 -0.730  0.113
H: -2.018 -1.922 0.571  0.073
H: -0.666 -0.915 0.214  0.001
H: -1.698 -1.170 -1.278  0.092
H: 4.571 -0.555 -0.948  0.021
H: 4.227 -1.143 0.713  0.123
H: 5.050 0.552 0.187  0.057
H: 1.541 -0.209 1.044  0.049
H: 1.117 1.028 -0.101  0.012
H: 3.283 1.045 -1.136  0.098
H: -1.824 1.285 -0.204  0.063

Atomic forces in eV per Å
B 2.328 0.148 0.151
C 0.758 -0.364 -6.420
C -1.085 0.184 0.663
C -3.420 -1.660 3.925
C -5.593 -1.886 4.609
C 9.174 0.978 -4.687
H -1.136 1.215 3.552
H -0.065 0.452 0.711
H -0.077 -1.758 2.122
H -0.171 0.863 -1.928
H -0.140 0.427 -0.537
H 0.055 -0.725 1.629
H 1.155 -1.564 -2.907
H 0.920 2.098 -1.138
H 1.609 0.407 1.049
H -0.195 -0.796 0.568
H -2.688 2.078 -1.292
H -0.951 0.356 -0.114
H -0.478 -0.454 0.044

---

[2]
# C5H13BN3O7S

A 2-piece molecular cluster, C5H13BN3O7S overall (ωB97M-V with the def2-TZVPD basis set, the Open Molecules 2025 dataset).

Properties
Highest occupied orbital energy ... -14.0 eV
Max |F| ... 3.9 eV/A
Calculated total energy ... -1312.12592 a.u.
Net charge ... +1

Each line ends with the Löwdin charge.
Geometry (Å):
N: -0.507 -3.494 1.742  0.290
C: -0.142 -2.337 1.284  -0.264
N: 0.249 -1.943 -0.034  0.108
C: -0.713 -0.811 -0.282  -0.054
C: -1.006 -0.246 1.157  -0.302
O: -2.302 0.070 1.583  0.144
B: -3.289 -0.898 1.247  -0.649
O: -3.506 -2.006 2.105  0.164
O: -4.004 -0.735 0.024  0.155
N: -0.129 -1.076 2.026  0.144
H: -0.496 -4.371 1.231  0.159
H: -0.933 -3.502 2.671  0.165
H: 0.252 -2.675 -0.745  0.144
H: -0.137 -0.001 -0.794  0.118
H: -1.526 -1.024 -1.009  0.132
H: -0.513 0.772 1.140  0.144
H: -3.630 -2.793 1.558  0.101
H: -3.773 -1.440 -0.592  0.094
H: 0.865 -0.838 1.945  0.149
C: 2.361 3.617 -2.107  -0.154
C: 2.064 2.174 -2.472  -0.167
O: 2.590 1.405 -1.383  -0.199
S: 2.453 2.260 -0.017  0.648
O: 1.268 1.832 0.667  -0.247
O: 3.726 2.305 0.620  -0.197
O: 2.152 3.694 -0.692  -0.175
H: 3.403 3.872 -2.313  0.140
H: 1.708 4.316 -2.625  0.142
H: 2.528 1.877 -3.410  0.140
H: 0.987 1.995 -2.526  0.127

Atomic forces in eV per Å
N -0.027 0.463 0.559
C 1.292 2.471 -2.000
N -2.076 -2.154 1.802
C 0.931 1.532 -1.138
C 1.819 3.433 -0.508
O -0.583 -2.216 -0.374
B -0.548 -0.088 -0.215
O 1.252 1.063 -1.362
O 1.457 -0.396 1.417
N -1.537 -2.994 0.117
H 0.034 0.322 -0.193
H 0.476 -0.008 -0.097
H -0.042 0.169 0.125
H -0.384 -0.644 0.376
H 0.242 -0.399 0.958
H -0.501 -1.312 0.230
H -0.785 0.022 0.271
H -0.592 0.011 -0.098
H -0.487 0.779 0.205
C 0.449 0.024 -0.464
C -0.521 0.223 -0.205
O 0.146 0.355 0.552
S 0.495 0.592 -0.489
O 0.582 0.058 -0.094
O -0.884 -0.343 -0.098
O -0.271 -0.886 0.353
H -0.045 -0.017 -0.019
H -0.070 0.018 0.261
H 0.150 -0.137 0.193
H 0.026 0.057 -0.064

---

[3]
# C5H13BNO4P

A single C5H13BNO4P molecule (ωB97M-V with the def2-TZVPD basis set, the Open Molecules 2025 dataset).

Properties
Highest occupied orbital energy ... -8.3 eV
Max |F| ... 1.8 eV/A
SMILES string ... CCOB(CCC(N)=O)P(O)O
Calculated total energy ... -920.27631 a.u.

Each line ends with the Löwdin charge.
Geometry (Å):
C: -1.810 2.318 2.172  -0.063
C: -1.605 1.708 0.810  -0.248
O: -0.870 0.483 0.944  -0.001
B: -0.355 -0.013 -0.226  -0.525
C: 0.882 0.702 -0.899  -0.133
C: 1.978 -0.232 -1.413  -0.155
C: 2.819 -0.746 -0.259  -0.477
N: 2.550 -2.077 0.228  0.120
O: 3.696 -0.078 0.252  0.094
P: -1.082 -1.528 -1.243  0.859
O: -2.720 -1.295 -1.162  -0.302
O: -0.761 -2.919 -0.394  -0.308
H: -2.317 3.271 2.079  0.079
H: -2.449 1.666 2.757  0.080
H: -0.860 2.426 2.679  0.082
H: -1.074 2.422 0.179  0.119
H: -2.556 1.485 0.331  0.123
H: 1.288 1.469 -0.248  0.115
H: 0.454 1.211 -1.769  0.121
H: 1.570 -1.081 -1.955  0.083
H: 2.628 0.295 -2.103  0.119
H: 1.824 -2.009 0.933  0.079
H: 2.203 -2.660 -0.524  0.076
H: -3.109 -2.042 -1.620  0.034
H: -0.325 -2.776 0.448  0.029

Atomic forces in eV per Å
C -0.297 -0.427 -0.085
C 0.110 0.397 0.324
O -0.517 -0.250 -0.612
B 0.454 0.262 0.792
C -0.580 -0.305 -0.036
C 0.503 -0.226 -0.067
C 1.225 0.364 0.455
N -0.111 0.558 -0.321
O -1.172 -0.551 -0.385
P 0.208 -0.568 -1.653
O 0.414 0.086 1.046
O 0.148 0.362 0.149
H 0.042 0.260 0.012
H -0.038 -0.104 0.229
H 0.158 0.177 0.107
H 0.229 -0.065 -0.179
H -0.166 -0.034 -0.048
H 0.179 0.146 0.088
H -0.015 0.135 -0.181
H -0.267 -0.054 -0.114
H 0.200 0.172 -0.014
H 0.234 -0.203 0.367
H -0.279 -0.018 0.024
H -0.370 -0.026 -0.290
H -0.290 -0.089 0.392

---

[4]
# C5H13Cl2PdY

C5H13Cl2PdY as an isolated structure (ωB97M-V with the def2-TZVPD basis set, the Open Molecules 2025 dataset).

Properties
Highest occupied orbital energy (spin up / spin down) ... 1.8 / 0.2 eV
Max |F| ... 2.8 eV/A
2S+1 ... 3
Expectation value of S² ... 2.0133
Calculated total energy ... -1284.71199 a.u.
Net charge ... -2

Each line ends with the Löwdin charge.
Geometry (Å):
Y: 0.597 0.083 -2.531  0.683
Cl: 1.503 -1.818 -1.396  -0.074
C: 2.556 1.335 -3.081  -0.342
C: -0.573 -1.102 -4.250  -0.344
H: 2.547 1.725 -4.102  -0.094
H: 2.631 2.155 -2.344  -0.071
H: 3.377 0.620 -2.923  -0.080
H: -0.500 -0.627 -5.232  -0.094
H: -1.623 -1.179 -3.918  -0.072
H: -0.107 -2.099 -4.237  -0.084
Pd: -0.077 -0.104 0.117  0.411
C: -1.644 -0.944 1.148  -0.330
C: -0.806 1.326 -1.319  -0.434
H: -2.532 -0.484 0.677  -0.074
H: -1.488 -2.006 0.882  -0.059
H: -1.513 -0.736 2.223  -0.085
H: -1.865 1.221 -1.634  -0.098
H: -0.508 2.399 -1.210  -0.099
Cl: 1.086 -0.207 3.099  0.332
C: 1.275 -0.843 1.485  -0.902
H: 2.281 -0.602 1.134  -0.053
H: 1.053 -1.915 1.539  -0.036

Atomic forces in eV per Å
Y 0.556 0.302 -1.658
Cl 1.379 -2.443 0.422
C 0.074 0.239 0.094
C -0.286 0.008 -0.030
H 0.322 0.152 -0.080
H 0.147 -0.122 -0.291
H 0.049 0.257 -0.150
H -0.176 -0.222 -0.236
H 0.156 -0.075 -0.304
H -0.161 0.096 -0.227
Pd 0.518 1.148 -0.250
C -0.888 -0.356 0.063
C -1.125 1.261 0.993
H -0.012 -0.493 0.540
H -0.460 0.242 0.284
H -0.315 -0.126 -0.412
H 0.045 0.443 0.352
H -0.362 -0.484 -0.120
Cl 0.112 0.572 1.748
C 0.085 -0.226 -0.894
H -0.040 -0.355 0.235
H 0.380 0.182 -0.079

---

[5]
# C5H13CsO2

C5H13CsO2 as an isolated structure (ωB97M-V with the def2-TZVPD basis set, the Open Molecules 2025 dataset).

Properties
Highest occupied orbital energy ... -3.5 eV
Max |F| ... 1.1 eV/A
Calculated total energy ... -368.72437 a.u.

Each line ends with the Löwdin charge.
Geometry (Å):
C: -2.814 -0.089 1.113  -0.138
O: -1.575 -0.375 0.508  -0.399
C: -1.299 -1.827 0.334  -0.274
H: -2.910 1.001 1.213  0.069
H: -3.647 -0.466 0.495  0.096
H: -2.876 -0.540 2.118  0.098
H: -1.241 -2.257 1.351  0.042
H: -2.127 -2.231 -0.273  0.052
C: 2.710 0.024 1.090  -0.116
O: 1.531 -0.330 0.399  -0.354
C: 1.278 -1.724 0.378  -0.225
C: 0.014 -2.038 -0.400  -0.169
H: 2.784 1.118 1.087  0.074
H: 2.672 -0.332 2.133  0.101
H: 3.593 -0.396 0.581  0.097
H: 1.194 -2.088 1.418  0.137
H: 2.137 -2.222 -0.103  0.128
H: 0.062 -3.100 -0.677  0.094
H: 0.008 -1.482 -1.351  0.113
Cs: -0.079 2.054 -0.601  0.989
H: -2.245 -4.543 0.896  -0.412

Atomic forces in eV per Å
C -0.174 -0.539 0.069
O 0.912 0.207 -0.583
C -0.345 0.809 0.320
H 0.051 -0.146 -0.034
H 0.153 0.074 0.277
H -0.083 0.095 -0.292
H -0.453 -0.212 -0.705
H 0.327 -0.229 0.714
C 0.000 -0.247 0.003
O -0.137 0.932 -0.137
C 0.036 -0.534 0.056
C -0.102 0.133 -0.068
H 0.039 -0.177 0.040
H 0.109 0.093 -0.247
H -0.114 0.083 0.230
H 0.020 -0.008 -0.301
H -0.117 0.051 0.177
H -0.236 0.159 0.212
H 0.083 -0.036 0.124
Cs -0.127 -0.666 0.225
H 0.158 0.159 -0.080

---

[6]
# C5H13F3NO4PSSi

A 2-piece molecular cluster, C5H13F3NO4PSSi overall (ωB97M-V with the def2-TZVPD basis set, the Open Molecules 2025 dataset).

Properties
Highest occupied orbital energy ... -8.5 eV
Max |F| ... 2.6 eV/A
SMILES string ... NC[SiH2]P(O)(O)=S.CCOC(=O)C(F)(F)F
Calculated total energy ... -1882.72772 a.u.
Energy relative to the best compared isomer or geometry (same formula, charge and spin) ... 38.5 kJ/mol

Each line ends with the Löwdin charge.
Geometry (Å):
N: 1.658 -0.713 3.565  -0.067
C: 0.905 -0.454 2.318  -0.436
Si: -0.356 0.975 2.409  0.585
P: -2.455 0.314 2.804  0.102
O: -2.783 -1.166 2.125  -0.263
O: -2.856 0.268 4.418  -0.285
S: -3.595 1.655 1.931  0.182
H: 1.942 0.175 3.942  0.038
H: 1.105 -1.216 4.240  0.052
H: 1.646 -0.144 1.565  0.061
H: 0.459 -1.363 1.906  0.070
H: -0.401 1.586 1.067  -0.055
H: 0.048 2.049 3.341  -0.042
H: -3.665 -1.410 2.396  0.050
H: -3.140 1.147 4.649  0.028
C: 1.058 -2.037 -3.759  -0.060
C: 1.961 -0.849 -3.496  -0.196
O: 1.218 0.382 -3.460  0.038
C: 0.524 0.599 -2.351  -0.403
O: 0.480 -0.128 -1.410  0.163
C: -0.193 1.942 -2.436  -0.576
F: -0.851 2.072 -3.585  0.177
F: 0.679 2.947 -2.355  0.175
F: -1.065 2.086 -1.456  0.168
H: 0.489 -1.885 -4.678  0.085
H: 1.646 -2.949 -3.852  0.083
H: 0.338 -2.175 -2.953  0.075
H: 2.675 -0.741 -4.310  0.125
H: 2.531 -0.969 -2.575  0.126

Atomic forces in eV per Å
N -0.132 -0.288 -0.699
C 0.326 0.505 0.203
Si 1.003 -0.557 -0.971
P -2.486 0.596 -0.601
O 1.558 1.181 1.513
O 1.087 -1.491 -1.359
S 0.532 -0.231 0.475
H 0.103 0.039 0.444
H -0.113 0.083 0.224
H -0.224 -0.034 0.026
H -0.004 0.043 0.211
H -0.263 -0.057 0.078
H -0.196 -0.224 0.299
H -0.751 -0.257 -0.003
H -0.435 0.694 0.122
C -0.312 0.102 0.076
C 0.320 -0.593 -0.167
O -0.064 0.302 -0.080
C 0.555 -0.428 -0.509
O -0.208 -0.119 0.706
C -0.461 0.538 -0.007
F -0.108 -0.126 -0.435
F 0.476 0.177 0.016
F -0.198 -0.175 0.402
H 0.117 -0.029 -0.062
H 0.049 0.041 -0.028
H 0.095 -0.020 0.058
H -0.095 0.239 -0.020
H -0.172 0.088 0.088